1.
Entry from OMol25: a cluster of 2 separate species, C7H21N3P in total at a distorted geometry (wB97M-V/def2-TZVPD).

Structure (ORCA input):
```
! wB97M-V def2-TZVPD RIJCOSX def2/J DEFGRID3
* xyz 1 1
C 1.63413 -2.25272 -0.48346
C 3.12632 -0.52303 0.15476
C 1.50227 1.67579 1.09127
C 0.08173 2.34026 -0.75198
C -3.17030 0.59845 0.24662
C -2.58680 -1.63586 0.81878
C 0.82038 0.02911 -0.43061
N 1.78875 -0.76202 -0.24701
N 0.76185 1.20803 -0.00833
N -2.06137 -0.27747 0.60974
P -0.67843 -0.58331 -1.36881
H 0.52749 -2.34041 -0.62112
H 2.17720 -2.47043 -1.34963
H 2.03449 -2.68147 0.48646
H 3.50713 0.33250 -0.42680
H 3.41244 -0.30832 1.14212
H 3.76438 -1.37666 -0.21529
H 1.43611 0.97045 1.97486
H 2.63937 1.77943 0.86726
H 1.04286 2.68032 1.31534
H 0.03036 1.94294 -1.70496
H -0.93749 2.48712 -0.32145
H 0.71757 3.29760 -0.73564
H -3.74177 0.16811 -0.57905
H -3.92343 0.70625 1.04467
H -2.80637 1.57350 -0.29686
H -2.85733 -2.16051 -0.09329
H -1.77436 -2.20349 1.34500
H -3.52114 -1.64235 1.50103
H -1.58791 -0.14709 1.45296
H -1.29910 0.55181 -1.82615
H -0.05903 -0.97652 -2.59044
*
```

Properties
Energy relative to the best compared isomer or geometry (same formula, charge and spin): 10.4 kcal per mole
Calculated total energy: -784.56040 hartree
HOMO-LUMO gap: 9.051 eV

---

2.
Entry from OMol25: the molecule C7H21N3Si at a distorted geometry (wB97M-V/def2-TZVPD).

Structure (ORCA input):
```
! wB97M-V def2-TZVPD RIJCOSX def2/J DEFGRID3
* xyz 0 3
C 2.10744 -1.24235 2.75941
C 0.21184 -3.03485 -2.28285
C -0.12516 2.39613 1.21086
C -0.86707 2.52118 -1.78612
C -2.45887 0.67608 0.20553
C 1.96873 -0.43403 1.54098
C -0.33432 -1.85445 -1.50904
N 0.58795 -0.61638 1.09990
N 0.69587 -0.69665 -1.32420
N 0.44453 0.17759 -0.27778
Si -0.76157 1.41445 -0.29483
H 1.62360 -0.74189 3.61443
H 1.95170 -2.24495 2.39351
H 3.13610 -1.16663 3.23048
H 1.22942 -3.44240 -1.95021
H -0.47009 -3.95432 -2.41429
H 0.48362 -2.62036 -3.27113
H -0.63787 2.23294 2.22365
H 0.85905 2.12116 1.24344
H -0.25687 3.44008 1.03490
H -1.86097 2.33129 -2.32779
H -0.92701 3.63415 -1.42436
H -0.08311 2.50430 -2.50860
H -2.70222 1.26223 1.02263
H -3.05028 0.99973 -0.56352
H -2.32519 -0.36062 0.29620
H 2.03831 0.67280 1.66656
H 2.67523 -0.71201 0.69672
H -1.22071 -1.37069 -2.06677
H -0.55764 -2.16866 -0.42816
H -0.01742 -0.09348 1.70886
H 1.59241 -1.04746 -1.15093
*
```

Properties
Calculated total energy: -732.77324 hartree
HOMO-LUMO gap (spin up / spin down): 3.941 / 7.502 eV

---

3.
Entry from OMol25: a cluster of 7 separate species, C7H21N7O14 in total at a distorted geometry (wB97M-V/def2-TZVPD).

Structure (ORCA input):
```
! wB97M-V def2-TZVPD RIJCOSX def2/J DEFGRID3
* xyz 0 1
C -2.19668 2.81594 -0.33872
N -3.35284 2.89394 0.56726
O -3.45366 1.96372 1.29078
O -4.19752 3.84604 0.41755
H -2.47667 3.06759 -1.36164
H -1.77753 1.81248 -0.26466
H -1.42616 3.50512 0.00685
C -1.34550 0.94553 -2.61158
N -0.56336 0.67760 -3.84097
O -1.19446 0.49548 -4.88479
O 0.65195 0.50465 -3.71101
H -2.23124 1.51639 -2.89027
H -0.80819 1.61523 -1.94010
H -1.48427 -0.11702 -2.41201
C -3.28962 -0.24279 -0.08364
N -4.72072 0.05651 0.19063
O -5.51646 0.05341 -0.75313
O -5.06146 0.15119 1.36674
H -2.87290 0.59372 -0.64461
H -3.24791 -1.12430 -0.72341
H -2.81858 -0.34589 0.89392
C 5.27959 1.18780 0.20586
N 3.92975 0.54814 0.12619
O 2.98031 1.17815 -0.27767
O 3.88947 -0.65382 0.34367
H 5.85112 0.84238 -0.65561
H 5.79591 0.94901 1.13563
H 5.28857 2.27777 0.20835
C 0.66103 -0.05159 0.70279
N 0.05818 0.13994 -0.64547
O -1.19213 0.13879 -0.74566
O 0.87285 0.17071 -1.55588
H 0.08506 0.52925 1.42320
H 1.71786 0.21176 0.74596
H 0.51340 -1.08169 1.02710
C 3.60163 -2.02455 2.97611
N 2.66936 -0.95178 3.26278
O 2.74745 -0.40386 4.32303
O 1.82422 -0.63432 2.43860
H 4.50257 -1.57017 2.56385
H 3.10196 -2.65029 2.23661
H 3.82127 -2.50882 3.92762
C -0.17469 -3.12136 -0.65879
N -1.29897 -2.62226 0.23397
O -2.38132 -2.51247 -0.32528
O -1.05937 -2.39146 1.42035
H 0.26456 -2.26889 -1.17691
H -0.54169 -3.76034 -1.46197
H 0.57580 -3.65060 -0.07162
*
```

Properties
Energy relative to the best compared isomer or geometry (same formula, charge and spin): 164.1 kcal per mole
Calculated total energy: -1715.04662 hartree
SMILES: C[N+](=O)[O-].C[N+](=O)[O-].C[N+](=O)[O-].C[N+](=O)[O-].C[N+](=O)[O-].C[N+](=O)[O-].C[N+](=O)[O-]
HOMO-LUMO gap: 9.000 eV

---

4.
Entry from OMol25: a structure of composition C7H22AsKN3O at a distorted geometry (wB97M-V/def2-TZVPD).

Structure (ORCA input):
```
! wB97M-V def2-TZVPD RIJCOSX def2/J DEFGRID3
* xyz 1 1
K -1.71468 -0.89887 -0.12967
N -1.04074 1.44924 -1.75455
C -0.45321 1.27820 -3.10572
C 0.87911 0.49449 -3.13931
N 0.89196 -0.66296 -2.27586
C 1.06820 -1.96158 -2.86588
C -0.14048 -2.89160 -2.76219
N -0.66432 -3.10673 -1.37850
H -1.87350 2.04672 -1.92584
H -0.37715 2.02372 -1.25777
H -0.18417 2.26104 -3.52548
H -1.19390 0.81732 -3.75906
H 1.66000 1.20579 -2.83354
H 1.01434 0.20436 -4.17475
H 1.44808 -0.57260 -1.45796
H 1.97964 -2.43439 -2.51018
H 1.23078 -1.84655 -3.93351
H 0.14023 -3.85062 -3.23452
H -0.95308 -2.48518 -3.37888
H 0.06480 -3.63400 -0.85978
H -1.45591 -3.75861 -1.48670
C 1.36097 0.44590 4.62770
As -0.11896 0.69710 3.36275
C 0.29765 2.22486 2.23809
C -1.67880 1.19716 4.47188
O -0.46357 -0.70679 2.53455
H 1.89182 1.41342 4.69016
H 1.98923 -0.36124 4.18908
H 1.00010 0.18693 5.63098
H 0.77526 3.01788 2.84756
H -0.61835 2.59780 1.74808
H 1.05396 1.87561 1.53750
H -1.43048 2.00018 5.19791
H -1.99192 0.25679 4.98544
H -2.39292 1.47723 3.68798
*
```

Properties
Calculated total energy: -3354.93355 hartree
HOMO-LUMO gap: 9.049 eV

---

Repeat the third record exactly.
Entry from OMol25: a cluster of 7 separate species, C7H21N7O14 in total at a distorted geometry (wB97M-V/def2-TZVPD).

Structure (ORCA input):
```
! wB97M-V def2-TZVPD RIJCOSX def2/J DEFGRID3
* xyz 0 1
C -2.19668 2.81594 -0.33872
N -3.35284 2.89394 0.56726
O -3.45366 1.96372 1.29078
O -4.19752 3.84604 0.41755
H -2.47667 3.06759 -1.36164
H -1.77753 1.81248 -0.26466
H -1.42616 3.50512 0.00685
C -1.34550 0.94553 -2.61158
N -0.56336 0.67760 -3.84097
O -1.19446 0.49548 -4.88479
O 0.65195 0.50465 -3.71101
H -2.23124 1.51639 -2.89027
H -0.80819 1.61523 -1.94010
H -1.48427 -0.11702 -2.41201
C -3.28962 -0.24279 -0.08364
N -4.72072 0.05651 0.19063
O -5.51646 0.05341 -0.75313
O -5.06146 0.15119 1.36674
H -2.87290 0.59372 -0.64461
H -3.24791 -1.12430 -0.72341
H -2.81858 -0.34589 0.89392
C 5.27959 1.18780 0.20586
N 3.92975 0.54814 0.12619
O 2.98031 1.17815 -0.27767
O 3.88947 -0.65382 0.34367
H 5.85112 0.84238 -0.65561
H 5.79591 0.94901 1.13563
H 5.28857 2.27777 0.20835
C 0.66103 -0.05159 0.70279
N 0.05818 0.13994 -0.64547
O -1.19213 0.13879 -0.74566
O 0.87285 0.17071 -1.55588
H 0.08506 0.52925 1.42320
H 1.71786 0.21176 0.74596
H 0.51340 -1.08169 1.02710
C 3.60163 -2.02455 2.97611
N 2.66936 -0.95178 3.26278
O 2.74745 -0.40386 4.32303
O 1.82422 -0.63432 2.43860
H 4.50257 -1.57017 2.56385
H 3.10196 -2.65029 2.23661
H 3.82127 -2.50882 3.92762
C -0.17469 -3.12136 -0.65879
N -1.29897 -2.62226 0.23397
O -2.38132 -2.51247 -0.32528
O -1.05937 -2.39146 1.42035
H 0.26456 -2.26889 -1.17691
H -0.54169 -3.76034 -1.46197
H 0.57580 -3.65060 -0.07162
*
```

Properties
Energy relative to the best compared isomer or geometry (same formula, charge and spin): 164.1 kcal per mole
Calculated total energy: -1715.04662 hartree
SMILES: C[N+](=O)[O-].C[N+](=O)[O-].C[N+](=O)[O-].C[N+](=O)[O-].C[N+](=O)[O-].C[N+](=O)[O-].C[N+](=O)[O-]
HOMO-LUMO gap: 9.000 eV